Molecular formula: C23H27BrN4O4
Method: DFT, wB97M-V/def2-TZVPD

The calculation puts the LUMO energy at -0.854 eV. The relative energy (zero: lowest compared OMol25 entry of this formula, charge and spin) is 488.7 kcal per mole. The gap between HOMO and LUMO is 6.70 eV.

Positions of all 59 atoms, in Å:
C1 -3.761 4.412 -3.503
C2 -2.610 3.302 -3.624
C3 -1.758 2.949 -2.480
C4 -0.783 2.104 -2.733
C5 -0.536 1.454 -4.135
C6 -1.307 2.010 -5.149
C7 -2.444 3.001 -4.984
H1 -2.757 3.081 -5.899
C8 -0.840 1.354 -6.521
H2 -0.062 0.707 -6.413
H3 -0.614 2.266 -7.121
H4 -1.603 0.786 -6.856
H5 0.235 0.755 -4.220
C9 0.053 1.862 -1.432
O1 -0.445 1.747 -0.486
N1 1.224 1.634 -1.711
H6 1.547 1.662 -2.640
C10 2.124 1.287 -0.617
C11 1.726 0.034 0.319
C12 1.619 0.237 1.676
C13 1.135 -0.939 2.273
C14 0.418 -1.771 1.783
C15 0.522 -1.930 0.408
C16 1.005 -0.824 -0.316
H7 1.308 -1.150 -1.528
H8 -0.013 -2.866 -0.143
N2 -0.435 -2.994 2.358
C17 -0.377 -4.250 1.986
H9 -1.619 -4.213 1.480
C18 -0.419 -5.266 3.070
C19 -1.141 -4.987 4.232
C20 -1.038 -3.611 4.564
C21 -1.195 -2.582 3.540
H10 -2.326 -2.682 2.993
H11 -1.109 -1.552 3.766
H12 -1.687 -3.240 5.571
H13 0.000 -3.568 5.029
H14 -1.215 -5.507 5.174
Br1 -3.109 -5.265 3.690
H15 0.759 -5.046 3.420
H16 -0.689 -6.257 2.745
H17 0.150 -4.195 1.187
N3 1.332 -0.803 3.682
O2 1.249 -1.918 4.290
O3 1.769 0.239 4.169
H18 2.050 0.777 2.234
H19 3.027 0.804 -1.011
C22 2.353 2.387 0.232
C23 3.920 2.267 1.003
O4 4.811 1.893 0.536
N4 3.832 2.865 2.236
H20 3.002 3.278 2.619
H21 4.654 2.619 2.920
H22 2.562 3.303 -0.459
H23 1.525 2.737 0.922
H24 -2.091 3.583 -1.449
H25 -4.226 4.220 -2.714
H26 -3.335 5.507 -3.647
H27 -4.365 4.294 -4.312

Force components x, y, z for each atom (eV/Å):
C 7.51 2.01 -4.70
C -2.01 3.30 -1.90
C -4.61 3.62 -0.74
C 2.32 -2.34 -1.27
C -3.14 4.91 3.90
C 1.24 -2.03 -0.14
C 7.03 -5.08 6.85
H -3.34 1.90 -4.40
C -1.25 5.52 1.75
H 2.56 -1.29 0.52
H -0.01 -1.19 -0.36
H -2.78 -1.49 -1.79
H 0.93 -0.97 -0.41
C -1.11 1.50 -15.86
O -8.33 -1.02 16.84
N 8.99 -2.31 -0.09
H 0.47 0.07 -0.81
C 0.48 -4.13 -0.10
C 0.53 8.49 0.08
C -4.37 -10.16 -8.54
C 5.48 11.43 6.93
C -8.21 -15.08 -5.53
C -2.50 -0.34 -3.21
C -0.28 -9.13 -5.27
H -1.41 1.66 3.40
H 1.37 2.63 1.39
N 3.74 10.85 3.71
C -9.66 -1.34 0.72
H 2.43 -1.72 0.45
C 6.58 -1.34 -1.25
C -4.89 0.70 1.42
C 0.25 4.20 6.71
C -3.51 -2.08 -4.76
H 2.09 0.32 2.11
H 0.40 0.62 0.55
H 1.29 -1.38 -2.70
H -0.89 0.36 -0.68
H 1.00 -1.10 -0.43
Br -0.35 -0.39 0.15
H -2.30 -1.71 -0.45
H 0.84 -0.46 -0.54
H 4.14 -1.82 -4.96
N 1.43 -2.90 3.14
O 0.47 3.22 -0.42
O -1.02 -1.37 -0.02
H 5.73 8.08 6.85
H 0.32 1.09 -0.51
C 3.57 5.31 1.53
C -15.92 6.57 6.13
O 12.97 -6.19 -7.16
N 2.78 -0.84 2.35
H -0.10 -0.30 -0.08
H -2.29 0.99 -1.78
H -0.33 -1.21 1.22
H 0.96 -0.89 -0.72
H 1.48 -2.35 -2.83
H -4.17 -0.73 7.04
H -0.70 -2.21 0.93
H -1.89 -0.45 -2.26

Mulliken population analysis, charges in e, atoms 1 to 5: -1.8176 0.9414 -0.6232 0.4472 -1.0681

Molecular formula: C23H27CdN3O5S3Se
Method: DFT, wB97M-V/def2-TZVPD

The calculation puts the LUMO energy at 4.376 eV. The relative energy (zero: lowest compared OMol25 entry of this formula, charge and spin) is 5.7 kcal per mole. The gap between HOMO and LUMO is 5.89 eV. Its total charge is -2.

Positions of all 63 atoms, in Å:
Cd1 9.424 11.624 11.481
O1 10.314 14.115 14.974
C1 10.201 13.267 14.076
O2 9.197 12.997 13.314
C2 11.481 12.477 13.750
C3 12.647 12.540 14.502
C4 13.777 11.846 14.081
C5 13.679 11.000 13.074
C6 12.448 10.905 12.371
N1 11.444 11.694 12.637
C7 12.297 9.772 11.312
O3 13.177 8.906 11.224
O4 11.218 9.732 10.683
H1 12.807 13.096 15.461
H2 14.695 11.966 14.646
H3 14.490 10.505 12.600
C8 7.700 12.432 7.135
C9 7.909 11.992 8.553
S1 9.425 12.680 9.172
C10 7.058 11.189 9.237
C11 5.708 10.733 8.728
S2 7.221 10.646 10.901
H4 7.786 13.541 7.277
H5 6.687 12.181 6.757
H6 8.524 12.217 6.484
H7 4.848 11.036 9.325
H8 5.807 9.681 8.800
H9 5.524 11.017 7.688
C12 15.300 9.430 8.071
N2 13.911 9.773 7.869
C13 13.298 10.830 8.482
Se1 13.996 11.950 9.657
N3 11.994 10.796 8.070
C14 11.825 9.866 7.070
C15 10.754 9.432 6.381
C16 10.921 8.430 5.412
C17 12.123 7.742 5.365
C18 13.212 8.079 6.154
C19 13.030 9.187 7.013
H10 15.921 10.384 8.160
H11 15.673 8.959 7.109
H12 15.401 8.804 8.937
H13 11.258 11.328 8.598
H14 9.778 9.937 6.527
H15 10.096 7.980 4.872
H16 12.205 6.912 4.686
H17 14.134 7.559 6.179
C20 7.025 7.572 7.688
C21 7.743 7.493 9.024
S3 9.402 6.774 8.842
O5 9.171 5.302 8.575
C22 10.131 6.872 10.603
C23 9.401 7.772 11.645
H18 6.045 7.980 7.780
H19 6.935 6.494 7.359
H20 7.558 8.120 6.971
H21 7.306 6.761 9.681
H22 7.884 8.442 9.525
H23 11.138 7.227 10.561
H24 10.086 5.821 10.894
H25 9.365 8.777 11.245
H26 10.070 7.914 12.602
H27 8.446 7.364 11.907

Force components x, y, z for each atom (eV/Å):
Cd 0.23 0.15 -0.37
O -0.47 -0.57 -0.33
C -0.27 0.28 -0.84
O 0.96 0.42 1.20
C 0.44 -0.03 -0.08
C -0.04 0.79 1.20
C 0.16 1.12 2.00
C -1.04 -1.11 -2.91
C 1.40 -0.81 -0.25
N -0.68 -0.14 1.01
C -0.69 -0.37 -0.07
O 0.95 0.15 0.47
O -0.68 1.12 -0.02
H -0.99 -0.19 -1.20
H 0.09 0.02 -0.10
H 0.59 -0.72 0.09
C -1.17 1.85 1.02
C 0.18 -1.16 0.39
S 0.11 -0.09 0.18
C -0.10 1.23 0.03
C 0.58 0.57 -0.73
S 0.13 -0.09 0.53
H -0.43 -0.51 -0.72
H 0.88 0.12 -0.16
H 0.29 -0.64 -0.49
H 0.22 0.20 0.25
H -0.61 -1.22 -0.12
H -0.04 -0.15 0.10
C 0.96 1.13 -1.95
N 0.57 0.84 0.35
C -1.62 -1.23 -0.53
Se 0.83 1.23 0.72
N 0.12 1.36 0.61
C 0.96 -0.09 1.85
C -2.58 0.30 -1.70
C -0.06 -0.29 1.22
C 0.48 -0.16 -0.36
C -0.92 1.69 0.91
C 0.87 -1.93 -1.82
H -1.01 -1.19 0.28
H -0.42 0.11 1.24
H 0.26 -0.30 0.34
H 0.37 -0.34 -0.79
H 0.62 -0.43 -0.09
H -0.14 0.48 -0.03
H 0.07 -0.27 -0.15
H 0.62 -0.59 -0.21
C 0.14 -2.80 0.80
C 0.87 -0.08 0.22
S 0.87 0.06 0.20
O -0.03 0.31 0.19
C -1.68 0.14 0.53
C 2.14 -0.13 0.61
H -0.72 0.26 0.17
H -0.03 1.15 -0.11
H 0.86 0.83 -1.04
H -0.69 -0.03 0.42
H -0.19 0.35 0.18
H 0.67 0.12 -0.61
H 0.09 -0.05 -0.10
H -0.50 -0.01 0.00
H -1.18 -0.64 -1.71
H -0.62 0.03 0.25

Mulliken population analysis, charges in e, atoms 1 to 5: 1.3171 -0.7274 0.3874 -0.4984 0.2610

Molecular formula: C23H27ClN2O2PPdSi
Method: DFT, wB97M-V/def2-TZVPD

The calculation puts the LUMO energy at 2.605 eV. The relative energy (zero: lowest compared OMol25 entry of this formula, charge and spin) is 1.8 kcal per mole. The gap between HOMO and LUMO is 7.15 eV. Its total charge is -1.

Positions of all 58 atoms, in Å:
Pd1 0.082 0.094 0.679
C1 2.222 1.623 2.488
C2 2.332 2.043 1.054
C3 3.252 2.980 0.641
C4 3.288 3.316 -0.722
C5 2.440 2.719 -1.606
C6 1.489 1.737 -1.167
N1 1.488 1.457 0.188
N2 0.661 1.072 -1.929
Si1 0.023 1.466 -3.445
C7 1.229 1.379 -4.905
C8 -0.733 3.188 -3.452
C9 -1.323 0.215 -3.832
H1 2.943 2.160 3.103
H2 2.405 0.549 2.580
H3 1.209 1.813 2.848
H4 3.916 3.441 1.358
H5 4.001 4.053 -1.076
H6 2.473 2.957 -2.661
H7 2.124 1.988 -4.747
H8 0.745 1.723 -5.823
H9 1.559 0.351 -5.071
H10 0.029 3.956 -3.300
H11 -1.456 3.274 -2.638
H12 -1.244 3.399 -4.395
H13 -0.905 -0.792 -3.924
H14 -1.839 0.440 -4.769
H15 -2.061 0.195 -3.026
O1 -1.972 -3.436 0.152
C10 -1.202 -2.492 0.130
O2 -1.241 -1.470 0.920
C11 -0.071 -2.481 -0.936
P1 1.277 -1.553 -0.168
C12 2.655 -1.301 -1.310
C13 3.851 -0.817 -0.784
C14 4.915 -0.517 -1.619
C15 4.792 -0.704 -2.989
C16 3.602 -1.183 -3.518
C17 2.533 -1.471 -2.684
C18 1.970 -2.697 1.067
C19 1.581 -2.577 2.397
C20 2.057 -3.471 3.346
C21 2.925 -4.485 2.972
C22 3.316 -4.612 1.644
C23 2.839 -3.723 0.696
H16 -0.427 -1.890 -1.783
H17 0.176 -3.493 -1.254
H18 3.945 -0.664 0.286
H19 5.834 -0.126 -1.200
H20 5.620 -0.466 -3.646
H21 3.499 -1.313 -4.588
H22 1.597 -1.813 -3.106
H23 0.887 -1.792 2.674
H24 1.744 -3.376 4.378
H25 3.298 -5.181 3.713
H26 3.991 -5.406 1.350
H27 3.149 -3.818 -0.339
Cl1 -1.298 1.733 1.679

Force components x, y, z for each atom (eV/Å):
Pd 0.08 -0.04 -0.02
C -0.01 0.00 -0.01
C 0.00 0.01 -0.03
C 0.01 -0.02 0.03
C 0.00 0.01 -0.05
C 0.01 0.04 0.02
C 0.03 0.01 -0.03
N 0.02 0.01 -0.01
N -0.04 0.02 0.10
Si 0.01 -0.03 -0.08
C 0.03 -0.01 0.01
C -0.02 0.00 0.00
C -0.01 -0.01 0.00
H 0.00 0.00 0.00
H -0.01 -0.01 0.01
H -0.01 -0.01 0.00
H 0.00 0.00 0.00
H 0.00 0.00 0.00
H -0.01 0.00 0.02
H -0.02 -0.01 -0.01
H 0.00 0.01 0.00
H 0.01 0.00 0.01
H 0.01 0.00 0.01
H 0.00 0.01 0.00
H 0.00 0.01 0.00
H 0.01 -0.01 0.01
H 0.00 0.02 0.01
H -0.01 0.00 0.00
O 0.02 -0.01 0.02
C -0.05 0.02 -0.03
O 0.01 -0.01 0.01
C 0.01 0.00 0.01
P -0.07 0.00 -0.01
C 0.01 0.09 0.02
C 0.00 0.01 0.04
C -0.01 -0.02 -0.02
C 0.00 0.00 0.01
C 0.01 0.01 -0.02
C -0.02 -0.07 -0.01
C 0.01 -0.03 -0.03
C -0.04 -0.02 0.01
C -0.01 0.01 -0.01
C 0.02 -0.01 -0.01
C 0.00 -0.01 0.02
C 0.01 0.02 0.00
H 0.01 0.01 -0.01
H -0.02 0.00 0.01
H -0.01 0.02 -0.02
H 0.00 0.00 0.00
H 0.00 0.00 0.00
H 0.00 -0.01 0.00
H -0.01 0.01 0.01
H 0.01 0.01 0.01
H 0.00 0.00 0.00
H 0.00 0.00 0.00
H 0.00 0.00 0.00
H 0.00 0.00 0.01
Cl 0.02 -0.03 -0.01

Mulliken population analysis, charges in e, atoms 1 to 5: 0.0496 -1.2772 0.7311 -0.9372 -0.6064

Molecular formula: C23H27EuN9PS4
Method: DFT, wB97M-V/def2-TZVPD

The calculation puts the LUMO energy (alpha / beta) at 2.341 / 2.341 eV. The relative energy (zero: lowest compared OMol25 entry of this formula, charge and spin) is 14.1 kcal per mole. The gap between HOMO and LUMO (alpha / beta) is 6.10 / 6.17 eV. As for the multiplicity: 8. Its total charge is -1. Its expectation value of S² is 15.760.

Positions of all 65 atoms, in Å:
Eu1 -1.312 -0.633 0.343
N1 0.957 0.142 1.750
N2 1.485 -1.116 2.015
C1 2.784 -1.434 2.170
N3 3.014 -2.760 2.235
S1 3.891 -0.250 2.385
H1 1.616 0.690 1.247
H2 0.742 0.530 2.637
H3 0.745 -1.787 1.736
H4 2.301 -3.340 1.777
H5 3.967 -3.112 2.109
N4 1.109 2.128 -0.621
P1 -0.516 2.241 -0.029
C2 -0.420 3.779 0.941
C3 -1.435 4.671 0.919
C4 -1.458 5.724 1.858
C5 -0.496 5.836 2.828
C6 0.513 4.861 2.836
C7 0.520 3.795 1.984
C8 -1.382 2.614 -1.602
C9 -2.709 2.143 -1.453
C10 -3.589 2.212 -2.563
C11 -3.141 2.813 -3.750
C12 -1.808 3.255 -3.908
C13 -0.965 3.138 -2.738
C14 1.647 0.981 -1.225
C15 2.973 0.888 -1.631
C16 3.365 -0.192 -2.382
C17 2.443 -1.184 -2.550
C18 1.178 -1.105 -1.984
N5 0.769 -0.044 -1.318
H6 1.729 2.853 -0.591
H7 -2.208 4.484 0.219
H8 -2.328 6.420 1.903
H9 -0.566 6.573 3.561
H10 1.332 4.911 3.605
H11 1.335 3.096 2.075
H12 -3.126 1.723 -0.580
H13 -4.583 1.738 -2.504
H14 -3.832 2.753 -4.614
H15 -1.527 3.501 -4.877
H16 0.060 3.521 -2.746
H17 3.652 1.702 -1.502
H18 4.404 -0.076 -2.780
H19 2.658 -2.104 -3.015
H20 0.428 -1.924 -2.010
C19 1.572 -6.908 -0.729
C20 1.264 -6.087 0.568
C21 0.297 -4.944 0.406
N6 0.659 -3.747 0.579
N7 -0.333 -2.846 0.752
C22 -1.666 -3.334 0.305
N8 -2.666 -2.849 1.206
S2 -1.409 -5.200 0.405
H21 2.385 -7.593 -0.543
H22 1.881 -6.138 -1.444
H23 0.746 -7.398 -1.242
H24 2.204 -5.579 0.741
H25 0.984 -6.697 1.433
H26 -2.571 -2.911 2.205
H27 -3.624 -3.128 0.939
S3 -2.024 -2.904 -1.352
S4 -2.662 0.888 2.571
C23 -4.115 1.236 1.787
N9 -5.138 1.486 1.256

Force components x, y, z for each atom (eV/Å):
Eu -0.44 0.06 -0.14
N -0.38 -0.79 0.09
N -0.97 -1.33 -0.53
C -1.11 0.03 0.16
N 0.36 -1.12 -0.48
S 1.43 1.05 0.04
H 0.77 0.69 -0.17
H -0.07 1.09 0.77
H 0.81 -0.70 0.19
H 0.02 0.14 0.04
H -0.62 0.73 0.23
N -0.58 -2.31 -0.11
P 0.93 0.13 -1.22
C 0.96 -1.92 0.26
C -0.14 1.33 0.79
C -1.67 0.28 -0.32
C 0.49 -1.72 -1.33
C 1.13 0.61 2.00
C 0.30 0.80 -0.73
C -2.73 -1.41 3.89
C -0.86 0.59 -3.16
C 0.77 0.15 0.79
C 0.29 -0.74 -0.47
C -1.44 -1.54 3.59
C 1.06 1.94 -4.15
C -1.41 0.09 1.09
C -0.64 0.77 -0.27
C 1.09 1.10 0.15
C -0.50 -1.16 -0.13
C -0.24 -0.81 0.12
N 0.42 1.17 -0.11
H 1.63 2.45 0.21
H -0.81 0.40 -0.58
H 0.77 -0.62 -0.29
H 0.11 1.15 1.03
H -1.00 0.00 -0.74
H -0.04 -0.37 -0.15
H -0.06 -0.46 1.22
H 0.54 0.51 0.03
H 0.60 0.33 0.45
H 0.99 0.86 -1.30
H -0.15 -0.20 -0.40
H 0.18 0.48 0.28
H -1.07 -1.00 0.18
H 0.44 -0.80 -0.76
H 0.71 0.31 -0.21
C -0.51 1.25 0.20
C 0.04 0.00 -1.30
C -0.07 -1.87 0.13
N 0.46 1.38 0.52
N -0.59 0.54 0.12
C 1.49 -1.65 1.17
N -1.71 0.80 -0.37
S -0.68 -0.49 0.11
H 0.21 -0.32 -0.08
H 0.32 -0.24 -0.06
H -0.25 -0.23 0.51
H 0.36 -0.03 0.58
H 0.05 -0.03 -0.16
H 0.69 -0.54 0.18
H 0.92 0.43 -0.04
S -0.62 0.75 -1.41
S -0.42 0.12 -0.12
C -1.25 0.25 -0.53
N 1.72 -0.37 0.71

Mulliken population analysis, charges in e, atoms 1 to 5: 0.8822 -0.1976 -0.0553 0.1472 -0.3994

- The lowest relative energy (zero: lowest compared OMol25 entry of this formula, charge and spin) belongs to which entry?
  C23H27ClN2O2PPdSi